1.
The following is a quantum chemistry calculation of the ion C6H10N with charge +1 at a distorted geometry, from the Open Molecules 2025 dataset.

## Properties
SMILES = CC1=[N+]=CC[C@@H]1C
Calculated total energy = -7864.472 eV
Orbital gap = 8.9 eV
Energy relative to the best compared isomer or geometry (same formula, charge and spin) = 1.876 eV
Highest occupied orbital energy = -0.555 Ha
Total charge = +1

Cartesian coordinates (Å):
C: -1.43 1.12 1.05
C: -0.36 -0.76 0.31
C: -0.15 1.69 0.62
C: 0.57 0.38 0.21
C: -0.49 -2.03 -0.21
C: 1.45 0.25 -1.10
N: -1.64 -0.12 0.96
H: -2.40 1.61 1.21
H: -0.40 2.43 -0.10
H: 0.43 2.18 1.41
H: 1.19 0.03 1.03
H: 0.41 -2.52 -0.75
H: -1.34 -2.26 -0.88
H: -0.89 -2.82 0.45
H: 0.84 0.38 -1.96
H: 2.02 -0.68 -1.09
H: 2.20 1.11 -1.16

The net atomic charges from natural (NBO), expressed in e, are:
1 C 0.22
2 C 0.63
3 C -0.49
4 C -0.34
5 C -0.84
6 C -0.59
7 N -0.42
8 H 0.25
9 H 0.28
10 H 0.28
11 H 0.30
12 H 0.28
13 H 0.37
14 H 0.35
15 H 0.23
16 H 0.23
17 H 0.25

2.
The following is a quantum chemistry calculation of the ion C6H10N with charge +1 at a distorted geometry, from the Open Molecules 2025 dataset.

## Properties
Calculated total energy = -7861.740 eV
Orbital gap (alpha / beta) = 6.6 / 7.8 eV
Energy relative to the best compared isomer or geometry (same formula, charge and spin) = 4.608 eV
Highest occupied orbital energy (alpha / beta) = -0.452 / -0.477 Ha
Total charge = +1

Cartesian coordinates (Å):
C: -0.61 1.16 -0.77
C: 0.57 0.64 -0.62
C: -1.70 0.61 0.05
C: -1.19 -0.46 0.97
C: 1.65 -1.53 -0.65
C: 1.83 0.01 -0.61
N: -1.56 0.85 1.51
H: -0.80 1.98 -1.47
H: -2.72 0.69 -0.31
H: -1.81 -1.30 1.27
H: 1.41 -1.89 0.34
H: 2.55 -2.00 -1.01
H: 0.82 -1.79 -1.31
H: 2.37 0.30 -1.52
H: 2.43 0.32 0.25
H: -0.83 1.47 1.83
H: -2.43 0.95 2.04

The net atomic charges from natural (NBO), expressed in e, are:
1 C -0.35
2 C 0.50
3 C -0.10
4 C -0.25
5 C -0.56
6 C -0.59
7 N -0.55
8 H 0.28
9 H 0.24
10 H 0.22
11 H 0.24
12 H 0.24
13 H 0.23
14 H 0.31
15 H 0.28
16 H 0.43
17 H 0.44

3.
The following is a quantum chemistry calculation of the ion C6H10N with charge +1 at a distorted geometry, from the Open Molecules 2025 dataset.

## Properties
SMILES = C=C/C=C(/C)[NH+]=C
Calculated total energy = -7864.531 eV
Orbital gap = 7.5 eV
Energy relative to the best compared isomer or geometry (same formula, charge and spin) = 1.817 eV
Highest occupied orbital energy = -0.476 Ha
Total charge = +1

Cartesian coordinates (Å):
C: -0.85 0.42 -0.17
C: -3.38 -0.32 -0.07
C: 2.21 -1.47 0.39
C: 0.57 0.29 -0.06
C: 1.35 1.64 -0.11
C: -2.02 -0.48 0.01
N: 1.11 -1.02 -0.05
H: -1.22 1.50 -0.17
H: -4.08 -1.19 -0.13
H: 2.35 -2.53 0.54
H: 3.02 -0.78 0.66
H: 1.55 2.10 0.85
H: 0.67 2.29 -0.56
H: 2.27 1.67 -0.66
H: -3.95 0.61 -0.12
H: -1.68 -1.63 0.19
H: 0.44 -1.71 -0.24

The net atomic charges from natural (NBO), expressed in e, are:
1 C -0.11
2 C -0.25
3 C 0.08
4 C 0.10
5 C -0.64
6 C -0.29
7 N -0.39
8 H 0.24
9 H 0.23
10 H 0.23
11 H 0.23
12 H 0.25
13 H 0.25
14 H 0.24
15 H 0.22
16 H 0.18
17 H 0.43

4.
The following is a quantum chemistry calculation of a structure of composition C6H10N at a distorted geometry, from the Open Molecules 2025 dataset.

## Properties
Calculated total energy = -7861.809 eV
Orbital gap = 9.6 eV
Energy relative to the best compared isomer or geometry (same formula, charge and spin) = 4.539 eV
Highest occupied orbital energy = -0.492 Ha
Total charge = +1

Cartesian coordinates (Å):
C: -1.37 -0.22 1.31
C: 0.73 0.74 -1.83
C: -0.79 1.11 1.12
C: 0.04 -0.12 0.71
C: -0.07 0.49 -0.67
C: 1.22 -0.88 1.26
N: -0.55 -0.06 -1.94
H: -1.33 -0.45 2.33
H: -2.31 -0.46 0.80
H: 0.72 1.65 -2.40
H: 1.62 0.10 -2.00
H: -0.73 2.08 1.55
H: 0.87 -1.05 2.33
H: 2.16 -0.50 1.22
H: 1.44 -1.79 0.77
H: -1.29 0.33 -2.54
H: -0.37 -0.98 -2.03

The net atomic charges from natural (NBO), expressed in e, are:
1 C -0.42
2 C -0.22
3 C 0.00
4 C -0.07
5 C 0.07
6 C -0.63
7 N -0.52
8 H 0.25
9 H 0.23
10 H 0.25
11 H 0.24
12 H 0.26
13 H 0.24
14 H 0.23
15 H 0.23
16 H 0.45
17 H 0.42